Computed, not measured: a gas-phase ion, C3H9N2O2 (charge +1) in a non-equilibrium geometry, with ωB97M-V/def2-TZVPD.

Computed properties:
charge	+1
LUMO	-5.04	eV
energy relative to the best compared isomer or geometry (same formula, charge and spin)	124.69	kcal per mole
gap between HOMO and LUMO	8.932	eV

Structure (XYZ):
```
16
C3H9N2O2 ωB97M-V/def2-TZVPD
C 0.89323 1.06324 0.17822
C -0.51587 0.52394 0.60751
C -0.73813 -0.76285 -0.03710
N 1.72694 -0.94680 -0.23599
N -1.62506 1.31824 -0.01514
O 1.90148 0.19902 0.50374
O -1.12379 -1.89476 0.51751
H 0.88835 1.49738 -0.77613
H 0.90084 1.83856 0.92744
H -0.56673 0.58203 1.71531
H -0.87616 -0.69268 -1.19661
H 2.58343 -1.51559 -0.10329
H 1.80002 -0.79118 -1.29110
H -2.48452 0.93581 0.21566
H -1.60019 1.34902 -1.01259
H -1.16383 -2.70339 0.00258
```